{
  "formula": "C23H68O11",
  "method": "ωB97M-V/def2-TZVPD",
  "smiles": "CC(C)O.CC(C)O.CC(C)O.CC(C)O.CC(C)O.CC(C)O.CO.CO.CO.CO.CO",
  "charge": 0,
  "total_energy_ha": -1744.64808,
  "lumo_energy_ev": 0.34,
  "homo_energy_ev": -9.62,
  "de_lowest_kcal_mol": 4.1,
  "species": ["O", "O", "O", "O", "O", "O", "O", "O", "O", "O", "O", "C", "C", "C", "C", "C", "C", "C", "C", "C", "C", "C", "C", "C", "C", "C", "C", "C", "C", "C", "C", "C", "C", "C", "H", "H", "H", "H", "H", "H", "H", "H", "H", "H", "H", "H", "H", "H", "H", "H", "H", "H", "H", "H", "H", "H", "H", "H", "H", "H", "H", "H", "H", "H", "H", "H", "H", "H", "H", "H", "H", "H", "H", "H", "H", "H", "H", "H", "H", "H", "H", "H", "H", "H", "H", "H", "H", "H", "H", "H", "H", "H", "H", "H", "H", "H", "H", "H", "H", "H", "H", "H"],
  "coordinates": [[-8.90079, 15.67677, 16.27301], [-12.87286, 7.76271, 20.44601], [-15.44393, 11.59626, 14.41978], [-12.96562, 12.16989, 18.95432], [-16.88148, 13.87583, 15.79950], [-18.14451, 9.98932, 14.66725], [-13.65460, 8.98005, 12.02309], [-18.39270, 12.89461, 10.50012], [-14.92790, 11.49727, 11.19773], [-17.83429, 14.52223, 19.47591], [-11.56538, 9.78371, 19.01329], [-14.27171, 7.88734, 20.75403], [-14.79975, 9.13471, 20.05916], [-18.84111, 9.60856, 13.47781], [-17.55295, 12.28220, 20.31636], [-10.53953, 9.23419, 18.16011], [-13.10342, 11.85416, 15.06251], [-14.78392, 10.72245, 16.51316], [-12.35595, 9.39553, 12.41766], [-15.75079, 14.50579, 16.36668], [-16.91124, 13.42457, 19.55206], [-14.48882, 7.89422, 22.25434], [-17.10316, 13.55878, 12.40246], [-14.33708, 10.98478, 15.08811], [-15.95300, 10.75421, 10.50842], [-11.16724, 8.37769, 17.08039], [-15.62288, 13.89247, 20.21464], [-8.67527, 14.28038, 16.05083], [-17.41109, 13.86161, 10.94007], [-17.94282, 15.27335, 10.70603], [-12.16100, 13.29877, 18.72597], [-7.26787, 14.06845, 15.52048], [-9.73426, 10.40539, 17.64075], [-9.73423, 13.71820, 15.10272], [-12.36764, 9.74601, 13.45444], [-15.54060, 7.77654, 22.50877], [-18.93922, 10.47267, 12.81166], [-19.01933, 15.27779, 10.52253], [-14.13424, 10.00112, 20.05333], [-15.01384, 8.90992, 19.01332], [-12.85829, 12.19412, 14.05505], [-15.08675, 14.61737, 19.60209], [-14.97873, 13.82374, 16.74372], [-12.28502, 11.31956, 15.55412], [-7.12884, 14.60681, 14.57834], [-12.05816, 9.09476, 19.48376], [-16.27061, 14.13024, 12.81320], [-15.53614, 10.00381, 9.83811], [-14.03775, 10.13103, 17.04990], [-9.58179, 13.99132, 14.05544], [-6.48469, 14.38630, 16.20556], [-9.71934, 12.62844, 15.17233], [-10.36483, 11.10476, 17.08891], [-11.71813, 8.51471, 12.34862], [-17.80522, 15.93988, 11.55980], [-17.99507, 13.83090, 12.97612], [-12.42554, 11.36749, 18.96224], [-11.87153, 7.66168, 17.50637], [-14.94399, 13.04010, 20.32969], [-17.93447, 14.88750, 20.36000], [-16.54669, 10.24212, 11.26721], [-15.30348, 15.23168, 15.68022], [-7.11608, 13.01053, 15.28058], [-18.33789, 11.76946, 19.76175], [-16.70466, 13.12734, 18.52536], [-9.93471, 8.61328, 18.83152], [-14.13323, 9.77416, 11.75599], [-14.14153, 10.00127, 14.64598], [-16.98818, 12.48327, 12.51048], [-19.27451, 13.14727, 10.78812], [-13.96320, 7.06049, 22.73050], [-8.95931, 9.98090, 17.00006], [-13.20992, 12.74948, 15.68321], [-16.80462, 11.53958, 20.61138], [-14.65631, 12.21451, 10.61890], [-19.82369, 9.25823, 13.77583], [-11.13125, 13.20366, 19.07634], [-12.39239, 7.35989, 21.17396], [-9.05941, 16.05911, 15.40438], [-12.11760, 13.51630, 17.64443], [-14.08800, 8.82024, 22.67172], [-16.56380, 13.60926, 10.30316], [-16.64398, 11.43717, 10.01464], [-15.72634, 10.17578, 16.59945], [-15.26530, 11.66184, 13.47252], [-17.23654, 10.18395, 14.40939], [-15.71018, 9.48825, 20.54757], [-11.72664, 8.99777, 16.37589], [-11.90359, 10.20270, 11.83435], [-15.79692, 14.30298, 21.21160], [-14.93857, 11.64224, 17.08063], [-17.99923, 12.63156, 21.25251], [-16.12995, 15.02631, 17.24958], [-16.58508, 13.31577, 15.07238], [-17.50900, 15.74114, 9.82110], [-18.28214, 8.83457, 12.94569], [-9.30105, 10.95370, 18.47602], [-14.79580, 7.03702, 20.30659], [-8.78972, 13.73805, 16.99056], [-10.70330, 14.10178, 15.42350], [-12.61370, 14.19411, 19.15451], [-10.40330, 7.80225, 16.55290]]
}

---

{
  "formula": "C2H4ClNS",
  "method": "ωB97M-V/def2-TZVPD",
  "smiles": "C=NC=S.Cl",
  "charge": 0,
  "total_energy_ha": -991.67225,
  "lumo_energy_ev": -0.36,
  "homo_energy_ev": -8.99,
  "de_lowest_kcal_mol": 42.6,
  "species": ["Cl", "S", "N", "C", "C", "H", "H", "H", "H"],
  "coordinates": [[-0.57080, -2.04119, 2.11299], [2.08796, -0.86910, 0.29949], [0.19571, 0.90029, -0.23833], [-1.01621, 0.53909, -0.15762], [1.29160, 0.25524, -0.59078], [-0.00493, -1.73223, 0.94272], [-1.34518, -0.39128, -0.40505], [1.80558, 0.51379, -1.58805], [-1.68883, 1.23345, 0.03808]]
}